ORCA calculation (ωB97M-V/def2-TZVPD) on a 16-piece molecular cluster, C15H60ClN30O19 overall in a non-equilibrium geometry.

- Electronic energy: -4140.19236 Eh
- Gap between HOMO and LUMO: 7.347 eV
- Charge: -1

Last column: Löwdin charge in e.
Cartesian coordinates (Å):
H: -1.12211 1.63888 -4.07853  0.0599
H: -2.83711 0.19427 5.18510  0.1112
N: -3.40022 -0.88763 -2.93160  0.1743
H: 4.43504 0.69641 -2.74054  0.0730
H: -0.11132 1.85021 5.10565  0.1150
H: 6.16308 0.38369 -2.16322  0.0686
H: -0.68501 3.34870 -0.40383  0.0774
N: 0.83271 -2.57425 2.98454  0.1716
H: -1.43650 -1.40779 -1.93054  0.0502
N: -0.32096 -3.80881 -0.10903  0.1805
O: -1.98008 -2.66576 4.76512  0.1044
C: 4.42171 -2.03613 -1.01503  -0.7520
H: -5.04868 6.09969 0.78848  0.1340
O: -3.31360 3.59096 -4.94395  0.0253
N: 2.93870 1.17127 -0.56911  0.1923
C: -2.56385 -1.67268 4.84591  -0.8448
H: 1.37930 4.28473 2.57444  0.1317
N: 3.99965 -1.90787 0.20516  0.1866
O: -1.70299 -0.61825 0.29109  -0.3591
O: 5.32145 -1.48794 -1.67922  -0.0174
H: 2.36899 1.88017 -1.00844  0.0347
C: 0.90884 4.21776 -1.05212  -0.7391
H: -3.66593 3.29934 -1.51451  0.1016
H: 3.51268 3.39317 -0.30519  0.0915
H: -5.36609 -2.37870 0.14763  0.1252
H: -3.18299 -0.33490 -2.11466  0.0817
H: 4.22818 -0.98170 0.53693  0.0523
H: 7.48123 0.63187 -3.29727  0.1138
H: -0.90569 -5.55322 -1.18530  0.1011
H: -4.29257 -0.63701 -3.33286  0.1225
C: -4.15431 -3.97055 -0.40468  -0.7724
H: -0.84932 -2.48938 -3.20784  0.1221
O: -1.33459 1.02050 -1.51574  -0.3560
N: -5.16047 -4.68138 -0.42700  0.1868
H: 1.32659 -3.39427 3.30666  0.1233
H: 2.56643 2.37795 3.48925  0.0468
N: 0.93574 -0.62003 2.42211  0.1616
N: 0.95477 1.37343 -4.04163  0.1654
H: 0.25820 1.40192 3.38142  0.0736
N: -4.46500 -2.75579 -0.10919  0.1971
N: 0.33015 1.97992 4.20656  0.1866
H: -1.29968 -4.02355 -0.23587  0.0375
N: 0.08214 -5.42148 -1.34944  0.1804
H: 1.47042 0.01633 1.84830  0.0949
C: -2.32473 3.11773 -4.43316  -0.8150
C: 0.64940 -4.48416 -0.68597  -0.7819
H: 0.81195 2.73771 2.03160  0.0864
N: -3.75084 -1.51774 4.26514  0.1615
Cl: -0.78964 0.33768 -0.30260  0.6561
H: 3.93263 -2.92422 -2.60104  0.1125
O: -2.84609 -2.33028 -4.55463  -0.0229
C: 4.56213 2.48204 3.63484  -0.8839
H: 3.49443 0.86596 3.74785  0.0992
H: -3.50249 -3.77425 3.05598  0.0799
N: -1.98167 1.89422 -4.54335  0.1797
N: 6.51344 0.75367 -3.03527  0.1593
N: -1.33126 3.76384 -3.85396  0.1722
O: -0.33328 1.26345 0.65625  -0.3351
H: 4.98256 3.14017 0.73416  0.1265
O: -3.11355 5.20619 -0.18342  0.0288
C: -4.46223 -5.23083 4.05589  -0.7737
H: -5.11693 -5.69021 -0.44910  0.1403
H: -0.43457 3.31958 -3.99069  0.0768
N: -2.16491 -0.55294 5.28465  0.1819
N: 3.42845 1.85727 3.56602  0.1954
H: 1.09348 -1.68244 -4.74198  0.1254
H: 3.42739 -2.62130 0.63370  0.1030
H: -0.11993 -2.43514 3.28990  0.0895
N: 5.55701 1.69924 3.85884  0.1679
O: 0.28882 -0.52857 -0.67921  -0.3509
H: 2.44365 5.47334 -1.18710  0.1208
H: 0.62745 -5.83070 -2.09461  0.1256
H: 3.78879 1.20004 -4.34888  0.0865
H: -1.50681 -0.52114 6.05016  0.1338
O: 1.45871 3.21660 -1.44177  0.0151
C: 5.75629 1.35458 -3.91510  -0.7929
N: 4.49226 1.18186 -3.62438  0.1847
H: 5.51664 0.89842 3.24471  0.1104
N: 4.15691 2.83641 0.23802  0.2169
H: -0.75319 5.08764 -0.16372  0.0946
H: 2.65767 0.22125 -0.37263  0.0796
N: -4.82948 -6.44661 3.79627  0.1582
O: 1.79923 -4.27215 -0.51335  0.0601
H: 0.06990 -3.05148 0.43299  0.0894
N: -3.90117 -4.69832 2.97079  0.1759
C: 0.59697 3.22496 3.93879  -0.8018
H: -1.47752 4.75750 -3.74749  0.1195
O: -2.98492 -4.43961 -0.38062  -0.0116
H: 0.67875 1.24160 -3.07907  0.0869
C: 1.67648 -1.58864 2.84003  -0.7638
H: -4.85948 -6.88550 2.88711  0.1127
H: -6.05388 -4.22348 -0.53761  0.1326
N: 0.99462 -0.81990 -4.22588  0.1966
C: -4.22700 4.73637 -0.19845  -0.7843
H: 1.02827 6.01757 -0.28804  0.1153
H: 1.21020 2.26397 -4.44388  0.1329
N: -1.50087 -1.80120 -2.85854  0.1865
N: -0.23463 4.25269 -0.39625  0.1869
H: -3.71547 -2.08331 -0.03126  0.0966
N: -4.44445 3.63840 -0.96764  0.1644
N: -5.26891 5.23795 0.30993  0.1798
N: 3.77777 -2.98919 -1.60510  0.1538
O: 4.66306 3.63304 3.42807  0.0532
H: -0.05565 -0.65880 2.23303  0.0879
O: 0.53397 4.18295 4.67457  0.0480
H: -5.40102 3.33570 -1.08364  0.0950
H: -4.14545 -0.58821 4.24611  0.0987
C: 1.34002 0.36269 -4.71622  -0.8172
H: -2.48353 1.32341 -5.20850  0.1348
C: 4.00802 1.57208 0.11733  -0.7549
H: -4.03024 -5.13123 2.06744  0.0828
H: -5.36424 -6.78481 4.58352  0.1194
H: 3.01059 -3.51372 -1.20961  0.0203
O: -4.68331 -4.62448 5.07760  0.0448
O: 6.18552 1.84745 -4.93652  0.0045
H: -4.33388 -2.31400 4.05037  0.0840
C: -2.60128 -1.69921 -3.50042  -0.7982
H: 6.31777 2.36352 3.86739  0.1146
H: -6.09713 4.66244 0.36417  0.1216
O: 1.97976 0.50654 -5.71150  0.0557
O: 2.88270 -1.61067 3.02154  0.0495
O: 4.76256 0.74744 0.61142  0.0049
N: 1.46398 5.39568 -0.95401  0.1744
H: 0.70856 -0.72147 -3.26225  0.0709
N: 1.17993 3.31496 2.77421  0.1495